The following is a quantum chemistry calculation of a structure of composition C36H61N14OSSn, from OMol25.

```
! wB97M-V def2-TZVPD RIJCOSX def2/J DEFGRID3
* xyz 1 1
Sn -0.25 0.39 -0.23
C 4.22 0.18 -3.68
N 3.68 0.70 -2.45
C 3.95 -0.07 -1.25
C 2.92 1.84 -2.40
N 1.96 1.95 -1.54
C 1.52 3.27 -1.14
C 1.47 3.33 0.39
N 0.25 2.69 0.91
C 0.41 2.28 2.32
C 1.44 1.18 2.57
N 1.05 -0.14 2.09
C 1.33 -1.15 2.87
N 0.85 -2.41 2.67
C -0.46 -2.69 2.14
C 1.58 -3.58 3.12
N 2.14 -1.01 3.99
C 1.74 -1.57 5.26
C 3.53 -0.59 3.87
C -0.90 3.60 0.78
C -2.16 2.84 0.43
N -1.93 2.20 -0.86
C -2.90 1.99 -1.68
N -4.23 2.16 -1.40
C -5.20 2.49 -2.43
C -4.82 1.71 -0.15
N -2.62 1.68 -3.01
C -1.28 1.94 -3.47
C -3.16 0.43 -3.51
N 3.29 2.83 -3.30
C 2.31 3.58 -4.05
C 4.68 3.15 -3.56
H 3.93 -0.86 -3.81
H 5.32 0.23 -3.70
H 3.83 0.75 -4.53
H 3.82 -1.14 -1.46
H 3.25 0.22 -0.47
H 4.98 0.09 -0.91
H 0.52 3.47 -1.53
H 2.20 4.06 -1.48
H 1.52 4.37 0.74
H 2.34 2.80 0.76
H -0.56 1.91 2.66
H 0.69 3.15 2.93
H 1.60 1.15 3.65
H 2.39 1.47 2.11
H -0.98 -1.76 1.96
H -1.03 -3.28 2.87
H -0.41 -3.26 1.21
H 2.61 -3.32 3.37
H 1.59 -4.32 2.32
H 1.11 -4.04 4.00
H 0.68 -1.81 5.24
H 1.90 -0.82 6.05
H 2.31 -2.47 5.54
H 3.70 -0.15 2.90
H 4.20 -1.45 3.99
H 3.78 0.14 4.64
H -0.71 4.31 -0.02
H -1.04 4.18 1.71
H -3.01 3.53 0.39
H -2.34 2.09 1.21
H -4.70 2.92 -3.29
H -5.90 3.22 -2.02
H -5.78 1.62 -2.75
H -4.07 1.28 0.50
H -5.57 0.93 -0.35
H -5.32 2.53 0.37
H -0.98 2.94 -3.16
H -1.27 1.90 -4.56
H -0.54 1.22 -3.09
H -4.08 0.17 -2.98
H -2.44 -0.39 -3.35
H -3.37 0.50 -4.57
H 1.33 3.14 -3.90
H 2.56 3.53 -5.12
H 2.28 4.63 -3.76
H 5.32 2.57 -2.90
H 4.85 4.21 -3.36
H 4.96 2.95 -4.60
O -2.18 -0.49 0.11
C -3.24 -1.17 0.48
C -3.82 -2.08 -0.43
C -4.94 -2.82 -0.13
C -5.54 -2.68 1.12
C -4.99 -1.80 2.03
C -3.84 -1.05 1.75
C -3.27 -0.19 2.80
N -2.38 0.77 2.69
C -2.14 1.22 3.96
C -2.88 0.53 4.87
N -3.60 -0.38 4.12
H -3.34 -2.18 -1.40
H -5.36 -3.50 -0.85
H -6.43 -3.24 1.38
H -5.49 -1.67 2.98
H -1.45 2.03 4.17
H -2.96 0.60 5.94
H -4.25 -1.04 4.48
N 3.62 -6.42 -1.35
C 2.80 -5.81 -2.22
S 2.56 -6.40 -3.74
C 2.16 -4.54 -1.75
C 2.67 -3.80 -0.69
C 2.04 -2.61 -0.34
N 0.97 -2.14 -0.97
C 0.48 -2.86 -1.98
C 1.03 -4.05 -2.40
H 4.06 -7.28 -1.64
H 3.69 -6.13 -0.39
H 3.56 -4.10 -0.17
H 2.41 -2.01 0.49
H -0.40 -2.45 -2.47
H 0.61 -4.61 -3.23
*
```

Max |F|, hartree/bohr: 0.0137
Calculated total energy, eV: -77892.700
Gap between HOMO and LUMO, Eh: 0.2598